No. 1
An isolated molecule of C4H6N2O2S3 in a non-equilibrium geometry. Source: OMol25; level of theory: wB97M-V/def2-TZVPD.

Cartesian coordinates (Å):
O  3.15076  -1.26244  1.11448
C  3.45780  0.15602  0.62655
S  2.50200  0.71147  -0.87030
C  0.76858  0.33568  -0.57671
N  -0.20327  1.10080  -0.53057
N  -1.35039  0.56743  -0.02720
C  -2.33310  1.58426  0.07870
O  -1.92612  2.57756  0.96452
C  -1.46475  -0.79160  0.04434
S  -2.92113  -1.57402  -0.02582
S  0.15984  -1.39443  -0.22371
H  2.52591  -1.30954  1.97402
H  4.43645  0.62512  0.46736
H  3.00675  1.03780  1.37398
H  -2.90536  1.96957  -0.81233
H  -3.21447  0.89386  0.52651
H  -1.19335  2.99014  0.62289

Calculated values
gap between HOMO and LUMO	8.6	eV
SMILES	OCSc1nn(CO)c(=S)s1
HOMO energy	-8.7	eV
largest force on an atom	0.1160	Eh/bohr
relative energy (zero: lowest compared OMol25 entry of this formula, charge and spin)	2.0233	eV

No. 2
A cluster of 2 separate species, C4H4BrO2P in total in a non-equilibrium geometry. Source: OMol25; level of theory: wB97M-V/def2-TZVPD.

Cartesian coordinates (Å):
C  -1.11398  0.55638  0.41988
C  -3.17601  -0.11486  1.15834
C  0.79352  0.20403  -0.59600
C  1.87518  -0.54773  -1.06340
O  -0.27714  -0.33068  0.01138
O  0.84016  1.53000  -0.53272
P  -0.57003  2.18014  0.26922
Br  3.15794  -0.70395  0.76559
H  -2.65805  0.01669  2.09310
H  -3.24763  -1.13363  0.67083
H  1.85881  -1.50684  -1.37714
H  2.51723  -0.14955  -1.81909

Calculated values
gap between HOMO and LUMO (alpha / beta)	4.4 / 4.4	eV
HOMO energy (alpha / beta)	-7.0 / -7.0	eV
largest force on an atom	0.1090	Eh/bohr
relative energy (zero: lowest compared OMol25 entry of this formula, charge and spin)	6.0000	eV

No. 3
A cluster of 2 separate species, C4H11NO in total in a non-equilibrium geometry. Source: OMol25; level of theory: wB97M-V/def2-TZVPD.

Cartesian coordinates (Å):
C  -0.64698  -0.23254  0.32848
C  0.45812  -0.00901  1.06228
C  0.67881  -0.80771  2.33440
N  1.46664  0.89006  0.82606
C  1.33469  1.92421  -0.18186
H  -1.40166  -0.77302  0.87288
H  -0.96543  0.31738  -0.54620
H  0.45045  -0.28347  3.26394
H  1.72941  -1.07571  2.31389
H  0.11302  -1.73620  2.36000
H  2.06514  1.17651  1.58159
H  2.34282  2.25127  -0.46125
H  0.83679  2.83768  0.13944
H  0.84167  1.54514  -1.07156
O  -2.77837  -1.61978  -3.53245
H  -2.29044  -1.27948  -4.25608
H  -2.47354  -1.15397  -2.77286

Calculated values
gap between HOMO and LUMO	8.9	eV
SMILES	C=C(C)NC.O
HOMO energy	-8.0	eV
largest force on an atom	0.0292	Eh/bohr
relative energy (zero: lowest compared OMol25 entry of this formula, charge and spin)	1.4844	eV

No. 4
A structure of composition C51H58Cl6F6N8NiO4 in a non-equilibrium geometry. Source: OMol25; level of theory: wB97M-V/def2-TZVPD.

Cartesian coordinates (Å):
Ni  -19.81891  15.76201  2.80570
C  -21.33077  16.66840  0.71286
O  -20.28891  17.42769  1.31457
O  -21.19885  15.44755  1.28950
C  -22.68785  17.36901  0.94748
F  -23.70062  16.47793  0.76028
F  -22.85881  17.91826  2.15054
F  -22.84781  18.33684  0.00928
C  -19.96769  18.67158  0.72122
C  -18.74911  19.20974  1.43296
H  -18.17603  19.89962  0.80628
H  -18.97798  19.78850  2.32767
H  -18.03983  18.41530  1.66912
H  -20.76532  19.40496  0.83596
H  -19.74051  18.68365  -0.35082
H  -21.16487  16.60543  -0.36937
C  -20.25312  17.30440  4.97428
O  -21.18603  16.34372  4.46649
O  -19.15842  17.11704  4.19724
C  -20.80016  18.74877  5.12065
F  -21.45635  19.18051  4.04562
F  -21.60782  18.82290  6.19179
F  -19.79009  19.60074  5.36643
C  -22.48653  16.23979  5.00583
C  -23.21331  15.19052  4.15361
H  -24.16344  14.93515  4.62544
H  -23.38255  15.62014  3.16735
H  -22.66094  14.25416  4.08339
H  -23.04002  17.17747  4.92240
H  -22.50836  15.90516  6.04904
H  -20.06193  16.98060  6.01032
N  -19.28467  15.54341  -3.15026
C  -18.86546  16.55145  -2.40747
C  -17.51335  16.91066  -2.27658
C  -16.60288  16.17475  -2.98747
C  -17.01647  15.12111  -3.80952
C  -18.38025  14.88377  -3.89061
H  -19.61352  17.02950  -1.78747
H  -17.21293  17.67267  -1.57185
H  -15.52894  16.30906  -2.91220
H  -16.31300  14.46098  -4.29544
H  -18.73340  14.13160  -4.58570
N  -19.31606  25.12312  1.54588
C  -19.16289  25.65885  2.76406
C  -18.48831  25.02121  3.78539
C  -18.05493  23.72681  3.57996
C  -18.30303  23.10813  2.35080
C  -18.77866  23.91146  1.32127
H  -19.60701  26.64394  2.83512
H  -18.34427  25.46873  4.76024
H  -17.53500  23.11682  4.30764
H  -17.98178  22.08467  2.21817
H  -18.91301  23.58053  0.29831
N  -26.96069  20.30027  2.33134
C  -27.76180  21.17580  1.71747
C  -27.35661  22.04318  0.70019
C  -26.03584  21.94164  0.29770
C  -25.17452  21.02069  0.87993
C  -25.69663  20.23811  1.88893
H  -28.76381  21.26973  2.12034
H  -28.05167  22.71303  0.21713
H  -25.67309  22.51105  -0.55026
H  -24.13166  20.98931  0.59324
H  -25.11208  19.44628  2.34647
N  -18.81213  21.96006  -1.58848
C  -17.63797  21.33180  -1.49052
C  -17.21010  20.36869  -2.39233
C  -18.05545  20.08177  -3.46209
C  -19.15560  20.88780  -3.69282
C  -19.54576  21.77086  -2.67519
H  -17.00720  21.59614  -0.64895
H  -16.31039  19.79899  -2.20728
H  -17.81714  19.30242  -4.17532
H  -19.74792  20.73743  -4.58453
H  -20.50975  22.26388  -2.72344
N  -18.05434  15.44150  1.70122
C  -16.88586  16.00605  2.06875
C  -15.68187  15.77961  1.40569
C  -15.68559  14.92051  0.31268
C  -16.87413  14.34601  -0.07383
C  -18.01208  14.62241  0.65254
H  -16.86672  16.64397  2.94431
H  -14.75826  16.21863  1.75216
H  -14.73188  14.73281  -0.16674
H  -17.00476  13.71565  -0.94253
H  -18.96055  14.31709  0.21898
N  -19.93456  13.83604  3.57824
C  -20.43038  12.81408  2.86854
C  -20.46598  11.50801  3.29572
C  -19.97729  11.20435  4.55219
C  -19.45236  12.22879  5.34046
C  -19.45703  13.51198  4.78418
H  -20.78854  13.04787  1.87146
H  -20.81780  10.74350  2.61851
H  -19.88792  10.16626  4.84813
H  -18.97715  12.05551  6.29228
H  -19.03360  14.30680  5.38782
N  -15.32317  19.86828  2.99052
C  -14.18078  19.22589  3.14431
C  -13.93866  18.31129  4.17630
C  -14.93909  18.10089  5.10848
C  -16.11824  18.81910  4.95900
C  -16.29102  19.70134  3.91581
H  -13.41689  19.46043  2.41061
H  -12.95978  17.86141  4.27704
H  -14.82058  17.43244  5.94958
H  -16.96499  18.66384  5.61841
H  -17.20163  20.24918  3.72512
N  -24.57113  16.30140  -4.97205
C  -23.23635  16.19551  -5.00444
C  -22.49801  15.99144  -3.83676
C  -23.12344  16.07259  -2.61146
C  -24.51092  16.15543  -2.56180
C  -25.17088  16.24225  -3.78445
H  -22.78717  16.44102  -5.95682
H  -21.42081  15.90298  -3.91222
H  -22.56270  15.98476  -1.69157
H  -25.09699  16.09796  -1.65868
H  -26.25418  16.26756  -3.82413
C  -26.62103  16.38770  2.39906
Cl  -26.62057  14.61396  2.53244
Cl  -26.41882  17.13017  4.01343
H  -25.84110  16.73403  1.72718
H  -27.55187  16.71427  1.94616
C  -23.51222  13.60938  0.75810
Cl  -23.68499  12.28978  1.88020
Cl  -24.71196  13.46367  -0.54450
H  -23.58453  14.52001  1.34317
H  -22.51603  13.57328  0.32873
C  -21.87477  23.49788  -0.19952
Cl  -21.67265  21.82038  0.34064
Cl  -23.15792  23.75277  -1.40923
H  -22.13304  24.15525  0.62216
H  -20.97425  23.87071  -0.67473

Calculated values
gap between HOMO and LUMO (alpha / beta)	8.9 / 8.8	eV
HOMO energy (alpha / beta)	-8.9 / -8.8	eV
largest force on an atom	0.0399	Eh/bohr
<S²>	2.0040
spin multiplicity	3